# 1
{
  "formula": "C43H71ClN2O22S",
  "method": "wB97M-V/def2-TZVPD",
  "symbols": ["C", "C", "C", "C", "C", "O", "C", "C", "O", "C", "C", "C", "C", "C", "N", "C", "C", "C", "C", "C", "C", "S", "O", "O", "Cl", "N", "C", "H", "H", "H", "H", "H", "H", "H", "H", "H", "H", "H", "H", "H", "H", "H", "H", "H", "H", "H", "H", "H", "H", "H", "C", "C", "O", "C", "O", "O", "C", "H", "H", "H", "H", "H", "H", "H", "H", "C", "C", "O", "C", "O", "O", "C", "H", "H", "H", "H", "H", "H", "H", "H", "C", "C", "O", "C", "O", "O", "C", "H", "H", "H", "H", "H", "H", "H", "H", "C", "C", "O", "C", "O", "O", "C", "H", "H", "H", "H", "H", "H", "H", "H", "C", "C", "O", "C", "O", "O", "C", "H", "H", "H", "H", "H", "H", "H", "H", "C", "C", "O", "C", "O", "O", "C", "H", "H", "H", "H", "H", "H", "H", "H"],
  "coordinates": [[-0.35, -4.21, 1.37], [-0.37, -3.13, 0.78], [-0.41, -1.59, 0.56], [0.88, -0.84, 0.69], [2.25, -1.56, 1.01], [3.04, -1.89, -0.15], [3.49, -0.72, -0.86], [4.48, 0.21, -0.03], [5.04, 1.16, -0.98], [5.34, 2.40, -0.32], [6.65, 2.36, 0.59], [0.82, 0.67, 0.51], [-0.48, 1.32, 0.24], [-1.80, 0.56, 0.10], [-2.96, 1.32, -0.14], [-4.04, 0.48, -0.24], [-4.03, -1.04, -0.09], [-5.39, -1.84, -0.25], [-6.44, -1.58, 0.91], [-7.12, -0.14, 0.91], [-7.69, 0.31, -0.51], [-7.88, 2.17, -0.52], [-9.10, 2.50, -1.31], [-6.75, 2.84, -1.20], [-8.15, 2.93, 1.41], [-2.88, -1.75, 0.19], [-1.75, -0.93, 0.27], [-0.28, -5.15, 1.99], [2.81, -0.93, 1.78], [2.02, -2.55, 1.52], [2.63, -0.12, -1.32], [4.09, -1.10, -1.75], [5.34, -0.38, 0.42], [3.87, 0.73, 0.78], [4.48, 2.79, 0.32], [5.54, 3.17, -1.14], [7.14, 1.33, 0.58], [7.40, 3.16, 0.27], [6.38, 2.62, 1.66], [1.79, 1.26, 0.63], [-0.50, 2.45, 0.14], [-5.05, 0.97, -0.44], [-5.09, -2.94, -0.19], [-5.82, -1.72, -1.30], [-7.28, -2.34, 0.87], [-5.93, -1.74, 1.91], [-6.39, 0.67, 1.25], [-7.99, -0.14, 1.64], [-7.00, 0.04, -1.36], [-8.73, -0.12, -0.64], [-0.15, 7.21, -1.27], [0.67, 6.16, -0.53], [1.14, 5.14, -1.42], [2.17, 5.48, -2.20], [2.73, 6.55, -2.22], [2.46, 4.44, -2.99], [3.48, 4.71, -3.96], [-0.96, 6.74, -1.83], [-0.57, 7.93, -0.58], [0.47, 7.74, -2.00], [0.03, 5.66, 0.20], [1.50, 6.61, 0.02], [4.38, 5.09, -3.48], [3.10, 5.41, -4.70], [3.72, 3.77, -4.45], [-13.34, 5.81, 6.37], [-12.54, 4.76, 7.12], [-12.04, 3.75, 6.24], [-10.99, 4.11, 5.48], [-10.44, 5.18, 5.49], [-10.68, 3.07, 4.69], [-9.64, 3.36, 3.75], [-14.13, 5.34, 5.79], [-13.78, 6.52, 7.07], [-12.71, 6.36, 5.67], [-13.18, 4.25, 7.84], [-11.72, 5.21, 7.69], [-8.75, 3.74, 4.25], [-10.00, 4.06, 3.00], [-9.38, 2.43, 3.25], [-5.75, 0.98, -3.92], [-6.05, 0.53, -5.34], [-4.85, 0.20, -6.05], [-4.30, -0.98, -5.71], [-4.72, -1.75, -4.90], [-3.17, -1.12, -6.43], [-2.42, -2.29, -6.09], [-5.03, 1.80, -3.93], [-6.66, 1.32, -3.42], [-5.31, 0.18, -3.33], [-6.52, 1.36, -5.89], [-6.76, -0.30, -5.36], [-3.04, -3.19, -6.16], [-2.00, -2.18, -5.09], [-1.61, -2.38, -6.81], [9.48, 7.83, 1.91], [8.36, 7.17, 2.69], [7.09, 7.73, 2.36], [6.57, 7.36, 1.18], [7.08, 6.60, 0.40], [5.41, 8.00, 1.01], [4.80, 7.76, -0.26], [9.46, 8.91, 2.05], [10.45, 7.45, 2.23], [9.37, 7.65, 0.84], [8.51, 7.34, 3.76], [8.35, 6.08, 2.54], [4.69, 6.70, -0.46], [5.40, 8.23, -1.05], [3.82, 8.22, -0.25], [4.90, -4.15, -1.89], [4.68, -4.41, -0.41], [5.11, -5.74, -0.05], [6.43, -5.91, 0.04], [7.27, -5.06, -0.13], [6.66, -7.20, 0.35], [8.05, -7.54, 0.38], [4.42, -4.92, -2.49], [4.50, -3.17, -2.17], [5.96, -4.16, -2.14], [3.61, -4.36, -0.20], [5.17, -3.66, 0.21], [8.61, -6.88, 1.04], [8.46, -7.51, -0.63], [8.13, -8.56, 0.75], [5.20, -13.60, 1.77], [3.91, -13.49, 0.99], [3.57, -12.12, 0.74], [4.28, -11.51, -0.22], [5.16, -12.01, -0.88], [3.87, -10.24, -0.30], [4.62, -9.44, -1.21], [5.15, -13.02, 2.69], [5.41, -14.64, 2.03], [6.05, -13.22, 1.20], [3.09, -13.91, 1.58], [3.95, -14.05, 0.06], [4.65, -9.90, -2.20], [5.63, -9.29, -0.83], [4.14, -8.47, -1.30]],
  "e_homo_ha": -0.319,
  "total_energy_ev": -117118.9793,
  "smiles": "C#Cc1c(COCCOCC)ccc2ncc(CCCCS(=O)(=O)Cl)nc12.CCOC(=O)OC.CCOC(=O)OC.CCOC(=O)OC.CCOC(=O)OC.CCOC(=O)OC.CCOC(=O)OC",
  "orbital_gap_ev": 7.721,
  "charge": 0
}



# 2
{
  "formula": "C43H72AsNiOP2SSi",
  "method": "wB97M-V/def2-TZVPD",
  "symbols": ["Ni", "C", "Si", "C", "C", "C", "C", "C", "C", "P", "C", "C", "C", "C", "C", "C", "C", "C", "C", "C", "C", "C", "C", "C", "C", "C", "C", "C", "P", "C", "C", "C", "C", "C", "C", "C", "C", "C", "C", "C", "C", "H", "H", "H", "H", "H", "H", "H", "H", "H", "H", "H", "H", "H", "H", "H", "H", "H", "H", "H", "H", "H", "H", "H", "H", "H", "H", "H", "H", "H", "H", "H", "H", "H", "H", "H", "H", "H", "H", "H", "H", "H", "H", "H", "H", "H", "H", "H", "H", "H", "H", "H", "H", "H", "H", "H", "O", "H", "H", "S", "C", "C", "As", "C", "C", "C", "C", "H", "H", "H", "H", "H", "H", "H", "H", "H", "H", "H", "H", "H", "H", "H"],
  "coordinates": [[10.31, 12.12, 11.98], [14.74, 12.08, 11.94], [12.82, 11.74, 11.97], [12.72, 10.23, 13.23], [14.01, 9.66, 13.57], [14.05, 8.51, 14.38], [12.96, 7.95, 15.04], [11.83, 8.82, 15.05], [11.54, 9.85, 14.11], [9.90, 10.87, 13.87], [9.32, 11.79, 15.32], [9.41, 11.56, 16.81], [10.84, 12.12, 17.88], [10.86, 13.70, 17.03], [11.02, 13.71, 15.49], [9.60, 13.22, 15.00], [8.84, 9.48, 13.86], [8.35, 8.99, 15.16], [7.15, 7.92, 14.81], [6.04, 8.45, 13.77], [6.28, 9.84, 13.57], [7.56, 9.89, 12.90], [12.70, 13.66, 12.94], [13.50, 13.60, 14.03], [13.77, 14.80, 14.69], [13.19, 15.99, 14.17], [12.03, 15.83, 13.42], [11.74, 14.60, 12.86], [10.28, 14.43, 11.75], [10.79, 14.49, 10.07], [9.87, 13.54, 9.16], [10.33, 13.54, 7.64], [11.44, 14.64, 7.29], [12.63, 14.80, 8.24], [12.20, 14.55, 9.67], [8.82, 15.51, 12.37], [8.82, 16.89, 11.62], [7.96, 17.90, 12.22], [6.57, 17.38, 12.41], [6.48, 16.10, 13.18], [7.44, 14.86, 12.48], [15.13, 12.59, 12.84], [15.13, 12.76, 11.35], [15.31, 11.20, 11.33], [14.54, 9.94, 12.76], [14.66, 7.85, 13.98], [12.90, 7.04, 15.45], [10.84, 8.69, 15.87], [16.19, 10.20, 5.70], [9.27, 10.48, 17.11], [8.55, 12.11, 17.18], [11.64, 11.54, 17.48], [10.49, 12.08, 18.90], [11.64, 14.20, 17.67], [9.91, 14.03, 17.32], [11.76, 12.89, 15.06], [11.10, 14.79, 15.41], [9.42, 13.70, 14.10], [8.76, 14.05, 15.94], [9.33, 8.61, 13.59], [7.78, 9.67, 15.71], [8.90, 8.14, 15.67], [6.55, 7.74, 15.65], [7.38, 6.84, 14.51], [5.22, 7.93, 14.34], [6.06, 7.71, 12.96], [5.81, 10.49, 14.26], [5.56, 10.25, 12.91], [7.85, 11.09, 12.60], [7.29, 9.38, 11.75], [13.74, 12.53, 14.22], [14.52, 14.79, 15.37], [13.61, 17.17, 14.50], [11.23, 16.65, 12.91], [10.56, 15.44, 9.84], [8.94, 14.03, 8.84], [10.13, 12.66, 9.82], [9.67, 13.76, 6.92], [11.18, 12.46, 7.60], [11.02, 15.64, 7.28], [11.83, 14.53, 6.45], [13.11, 15.95, 8.05], [14.03, 14.05, 8.01], [12.87, 15.18, 10.41], [12.55, 13.47, 9.96], [9.37, 16.13, 13.34], [8.33, 16.55, 10.46], [9.69, 17.27, 11.39], [8.00, 18.93, 11.59], [8.25, 18.22, 13.12], [5.92, 17.21, 11.70], [5.88, 18.28, 12.83], [5.46, 15.77, 13.13], [7.07, 16.34, 14.02], [7.03, 14.73, 11.70], [7.12, 13.92, 13.24], [4.96, 7.86, 10.79], [4.33, 8.33, 11.39], [5.83, 8.31, 10.60], [11.98, 11.05, 10.27], [8.40, 6.04, 8.21], [7.91, 7.05, 9.25], [8.73, 8.93, 9.22], [8.08, 9.41, 7.39], [7.74, 10.83, 7.15], [10.51, 8.60, 8.68], [11.07, 7.88, 9.99], [7.65, 4.97, 8.23], [9.36, 5.73, 8.41], [8.00, 6.85, 7.08], [8.13, 6.42, 10.31], [6.94, 7.49, 8.93], [7.18, 8.70, 7.36], [8.79, 9.17, 6.48], [7.48, 11.77, 8.05], [6.72, 10.91, 6.69], [8.70, 11.51, 6.67], [11.37, 9.19, 8.29], [10.39, 7.79, 7.93], [12.20, 8.03, 10.41], [11.50, 6.68, 9.67], [10.80, 8.12, 10.85]],
  "multiplicity": 3,
  "de_lowest_kj_mol": 3640.7,
  "e_homo_ha": [-0.109, -0.109],
  "s2": 2.01,
  "total_energy_ev": -186943.4376,
  "orbital_gap_ev": [5.239, 5.238],
  "charge": -1
}



# 3
{
  "formula": "C43H75ClF7N10O14P5S2",
  "method": "wB97M-V/def2-TZVPD",
  "symbols": ["C", "C", "O", "N", "C", "C", "C", "C", "C", "C", "C", "C", "C", "C", "P", "N", "C", "P", "O", "S", "C", "C", "P", "N", "C", "C", "C", "C", "O", "C", "P", "O", "Cl", "C", "S", "O", "O", "C", "F", "F", "C", "F", "F", "C", "F", "F", "F", "C", "N", "P", "O", "O", "H", "H", "H", "H", "H", "H", "H", "H", "H", "H", "H", "H", "H", "H", "H", "H", "H", "H", "H", "H", "H", "H", "H", "H", "H", "H", "H", "H", "H", "H", "H", "H", "H", "C", "O", "N", "C", "C", "H", "H", "H", "H", "H", "H", "H", "C", "O", "N", "C", "C", "H", "H", "H", "H", "H", "H", "H", "C", "O", "N", "C", "C", "H", "H", "H", "H", "H", "H", "H", "C", "O", "N", "C", "C", "H", "H", "H", "H", "H", "H", "H", "C", "O", "N", "C", "C", "H", "H", "H", "H", "H", "H", "H", "C", "O", "N", "C", "C", "H", "H", "H", "H", "H", "H", "H"],
  "coordinates": [[-5.84, 0.63, -4.55], [-4.42, 0.68, -5.29], [-4.09, -0.27, -6.04], [-3.46, 1.79, -5.11], [-4.13, 3.13, -5.11], [-2.83, 1.55, -3.76], [-1.28, 2.06, -3.78], [-0.82, 2.07, -2.23], [0.77, 1.81, -2.16], [1.24, 1.05, -0.83], [1.87, 1.85, 0.34], [2.41, 1.20, 1.67], [2.29, -0.33, 1.78], [1.64, -1.16, 0.61], [1.47, -3.06, 0.69], [0.24, -3.47, 1.66], [1.10, -0.49, -0.71], [0.34, -1.43, -2.15], [1.43, -2.36, -2.77], [2.94, -1.21, 3.26], [3.08, 0.18, 4.50], [3.19, -0.29, 5.99], [3.18, -2.12, 6.50], [4.13, -3.05, 5.59], [3.32, 0.81, 7.09], [3.48, 0.33, 8.60], [2.18, -0.34, 9.25], [0.79, 0.37, 8.89], [2.33, -0.24, 10.71], [3.29, 2.30, 6.64], [3.46, 3.60, 8.05], [2.38, 3.22, 9.32], [5.46, 3.45, 8.82], [3.16, 2.75, 5.13], [3.12, 4.56, 4.82], [3.14, 4.95, 3.36], [4.40, 5.13, 5.41], [1.72, 5.49, 5.61], [1.36, 6.55, 4.70], [2.08, 6.18, 6.82], [0.36, 4.68, 5.87], [0.47, 3.62, 6.82], [-0.55, 5.62, 6.46], [-0.38, 4.12, 4.57], [0.38, 3.25, 3.77], [-1.49, 3.35, 5.05], [-0.94, 5.12, 3.75], [3.07, 1.64, 4.01], [3.01, 2.14, 2.63], [4.71, 2.42, 2.10], [4.59, 3.77, 1.02], [5.14, 1.03, 1.18], [-6.51, -0.09, -5.15], [-5.78, 0.28, -3.44], [-6.39, 1.64, -4.54], [-3.36, 3.97, -4.94], [-4.93, 3.22, -4.29], [-4.60, 3.32, -6.14], [-3.37, 2.19, -2.99], [-2.78, 0.44, -3.48], [-0.64, 1.41, -4.46], [-1.29, 3.12, -4.20], [-1.00, 3.12, -1.82], [-1.35, 1.26, -1.61], [1.32, 2.81, -2.25], [1.17, 1.17, -3.04], [1.96, 2.98, 0.21], [2.74, -3.56, 1.12], [1.16, -3.58, -0.61], [-0.44, -4.02, 1.11], [-0.06, -0.55, -3.23], [-0.83, -2.17, -1.75], [1.79, -2.52, 6.40], [3.62, -2.30, 7.87], [3.47, -3.73, 5.15], [3.82, 1.16, 9.32], [4.34, -0.44, 8.61], [2.05, -1.46, 9.03], [0.67, 0.67, 7.80], [0.54, 1.24, 9.62], [-0.04, -0.42, 9.09], [3.28, -0.16, 10.94], [1.51, 2.94, 8.96], [3.64, 4.05, 1.06], [5.96, 0.64, 1.57], [-6.82, -2.53, -2.55], [-6.55, -1.36, -2.78], [-6.27, -3.59, -3.20], [-6.64, -4.96, -2.87], [-5.29, -3.35, -4.24], [-7.55, -2.82, -1.78], [-5.74, -5.49, -2.55], [-7.05, -5.43, -3.77], [-7.38, -4.98, -2.08], [-4.44, -2.81, -3.82], [-5.74, -2.74, -5.02], [-4.94, -4.30, -4.66], [-5.43, -4.73, 0.59], [-6.34, -4.84, -0.22], [-5.50, -4.02, 1.75], [-4.38, -3.94, 2.67], [-6.73, -3.33, 2.08], [-4.46, -5.22, 0.44], [-4.68, -4.35, 3.64], [-4.09, -2.89, 2.78], [-3.53, -4.51, 2.29], [-7.54, -4.05, 2.14], [-6.95, -2.61, 1.29], [-6.63, -2.80, 3.03], [4.56, -5.52, -1.93], [3.76, -5.49, -1.02], [4.25, -5.71, -3.24], [5.26, -5.74, -4.28], [2.86, -5.89, -3.61], [5.64, -5.39, -1.76], [5.05, -4.94, -5.00], [5.22, -6.71, -4.78], [6.25, -5.59, -3.86], [2.29, -5.01, -3.31], [2.46, -6.77, -3.09], [2.76, -6.03, -4.69], [-2.85, 4.01, 0.17], [-3.00, 2.98, -0.46], [-3.28, 5.24, -0.23], [-3.06, 6.43, 0.57], [-4.00, 5.37, -1.48], [-2.32, 4.03, 1.13], [-4.02, 6.87, 0.83], [-2.48, 7.15, -0.02], [-2.51, 6.19, 1.48], [-4.89, 4.74, -1.45], [-3.36, 5.01, -2.30], [-4.28, 6.40, -1.66], [8.36, 1.38, -1.01], [7.90, 0.67, -0.13], [7.66, 2.33, -1.70], [8.28, 3.13, -2.74], [6.27, 2.55, -1.38], [9.41, 1.29, -1.33], [8.22, 4.18, -2.46], [7.75, 2.96, -3.67], [9.33, 2.86, -2.87], [6.18, 2.83, -0.32], [5.71, 1.62, -1.53], [5.85, 3.34, -2.00], [-1.90, -4.55, -8.42], [-2.05, -5.59, -9.04], [-2.34, -3.32, -8.82], [-2.11, -2.13, -8.02], [-3.06, -3.21, -10.07], [-1.36, -4.53, -7.46], [-3.08, -1.69, -7.76], [-1.54, -1.41, -8.62], [-1.56, -2.37, -7.11], [-3.95, -3.84, -10.03], [-2.42, -3.56, -10.89], [-3.35, -2.17, -10.25]],
  "de_lowest_kj_mol": 1289.6,
  "e_homo_ha": -0.308,
  "total_energy_ev": -189018.1744,
  "smiles": "CC(=O)N(C)CCCCc1cc2c(c([PH2]=N)c1[PH2]=O)Sc1c([PH2]=N)c(C[C@H](C)O)c(P(O)Cl)c(S(=O)(=O)C(F)(F)C(F)(F)C(F)(F)F)c1N2P(O)O.CN(C)C=O.CN(C)C=O.CN(C)C=O.CN(C)C=O.CN(C)C=O.CN(C)C=O",
  "orbital_gap_ev": 6.302,
  "charge": 0
}